Entry 1:
DFT (the ωB97M-V functional and the def2-TZVPD basis) results for one molecule with the formula C2H4FNO.

The geometry in XYZ format:
```
9
Properties=species:S:1:pos:R:3:forces:R:3
N 0.54356 -1.37599 -0.31295 -1.7870 1.2173 -0.3695
C -0.21513 -0.39496 -0.83468 -3.4492 1.2096 2.2883
O -0.07490 0.09382 -1.90279 0.8139 0.6256 -2.1438
C -1.48029 0.05870 0.09264 2.2422 -0.8167 0.2144
F -0.91532 0.44939 1.30288 0.2696 -0.1601 0.8082
H 0.44334 -1.71285 0.59761 0.1267 -0.4432 1.2417
H 1.28570 -1.51449 -0.90448 2.4136 -1.0964 -0.9490
H -2.13525 0.90315 -0.11899 0.2206 -0.4045 -1.2190
H -1.97785 -0.88258 0.26568 -0.8504 -0.1316 0.1288
```
Positions in Å, forces in eV/Å.

Output
Gap between HOMO and LUMO in eV: 10.816
ΔE to the lowest compared entry with this formula, charge and spin in eV: 0.6893
Net charge: 0
E_HOMO in eV: -9.942
LUMO energy in Ha: 0.032

Atomic partial charges in e from the Mulliken method, atoms 1 to 2:
1. N -0.3706
2. C 0.5320



Entry 2:
DFT (the ωB97M-V functional and the def2-TZVPD basis) results for one molecule with the formula C5H5Cl2NO2S.

The geometry in XYZ format:
```
16
Properties=species:S:1:pos:R:3:forces:R:3
C -1.45950 0.26911 -0.51452 0.9367 -1.7146 1.0648
C -0.60853 -0.06818 -1.49672 -1.7700 0.3457 0.6785
C 0.14506 -0.65734 1.12102 -1.7428 2.4749 0.0776
C -1.34294 -0.35703 0.86612 2.3098 0.1079 -2.0520
C 0.45762 -0.94714 -1.08652 1.9271 -1.9488 -0.7488
N 0.80771 -1.30319 0.08773 0.4164 -0.3644 -2.2306
O 0.83258 0.61932 1.45369 0.5439 -0.4738 -0.6958
O 1.36793 2.78104 0.65644 0.4405 -1.5552 -0.7897
S 1.40888 1.39520 0.16059 -0.7524 3.1414 0.6676
Cl 1.50503 -1.65627 -2.42166 -1.2415 0.7538 1.0901
Cl 3.41764 0.95442 -0.21118 0.2705 -0.2159 0.6022
H -2.32001 0.84514 -0.58658 -1.3380 1.1261 -0.9745
H -0.89055 0.20296 -2.50015 0.7963 0.0230 -0.2987
H 0.23102 -1.07991 2.04534 0.4090 -2.0005 2.1320
H -1.67686 0.29575 1.61583 -0.7594 0.6635 1.1248
H -1.87507 -1.29387 0.81056 -0.4460 -0.3631 0.3525
```
Positions in Å, forces in eV/Å.

Output
Gap between HOMO and LUMO in eV: 9.000
ΔE to the lowest compared entry with this formula, charge and spin in eV: 1.4570
Net charge: 0
E_HOMO in eV: -9.819
LUMO energy in Ha: -0.030

Atomic partial charges in e from the Mulliken method, atoms 1 to 2:
1. C -0.3856
2. C -0.5758



Entry 3:
DFT (the ωB97M-V functional and the def2-TZVPD basis) results for a 3-piece molecular cluster, C24H45N3O4SSi overall.

The geometry in XYZ format:
```
78
Properties=species:S:1:pos:R:3:forces:R:3
C 1.85883 -0.17435 -0.77824 0.0728 1.0385 -0.1656
Si 3.21980 -1.46757 -0.32898 -0.7449 1.0258 0.8830
C 3.22542 -1.69581 1.61837 0.4537 -1.0885 0.1526
C 2.93146 -3.22884 -1.06182 -0.1973 -1.9140 -0.0664
C 4.91942 -0.66879 -0.81821 1.8899 -3.6094 0.9788
N 5.43178 -1.20985 -2.15112 6.2386 6.5997 -0.4698
C 6.55649 -0.41208 -2.39670 -1.7513 -3.1708 0.8425
S 8.12587 0.30402 -2.55816 -4.8521 -2.0920 0.3140
C 6.08437 -1.09243 0.29347 2.6580 1.1194 3.6097
O 6.39873 -2.38842 0.36312 -1.6253 5.6808 -0.5239
O 6.62919 -0.01110 1.13097 -2.9566 -5.5640 -4.4858
H 2.09978 0.32650 -1.83446 -1.0062 -1.0247 2.2638
H 1.98409 0.71750 0.00528 -0.4107 -1.8571 -1.6967
H 0.75833 -0.57981 -0.71317 2.0998 0.8998 -0.2803
H 3.68068 -0.77999 2.18722 -1.0025 -1.7849 -1.0110
H 3.89978 -2.65415 1.80277 -1.2330 2.0233 -0.1193
H 2.13260 -1.97897 1.92678 1.9238 0.7603 -0.3377
H 3.94023 -3.85982 -1.03532 -2.0711 1.4121 -0.2759
H 2.44063 -3.24314 -2.12738 1.1387 0.0456 1.9283
H 2.18393 -3.83115 -0.35203 1.4487 1.3909 -1.3820
C -2.08761 -4.63428 4.62678 -0.3000 -0.1154 -0.1073
C -1.28271 -3.45101 4.02020 0.3625 -1.0368 1.4626
C -1.67680 -2.15078 4.76847 -0.0194 0.1412 -0.3172
C -3.10034 -1.70272 4.44200 -0.0398 -0.0806 0.1275
C -3.32053 -1.57812 2.93948 0.3987 0.1658 0.1074
C -2.83113 -2.78913 2.09692 -1.6417 -0.2753 -1.1118
N -1.50693 -3.33779 2.53862 2.5866 4.0626 -0.7278
O -0.50885 -2.48629 2.02660 -2.4490 -2.6171 1.1448
C -3.87352 -3.93287 2.11908 -0.1762 -0.2971 0.2140
C -2.83831 -2.33484 0.59622 0.8081 0.0837 0.2732
C 0.19271 -3.83176 4.35686 0.1686 0.5520 -0.5024
H -1.69941 -4.90743 5.61642 0.1682 0.2228 -0.2587
H -3.14176 -4.41391 4.79359 0.0239 0.0120 -0.1560
H -2.01802 -5.52976 3.99704 0.0012 0.2157 0.0296
H -0.98090 -1.33975 4.51514 -0.0071 -0.2415 -0.1575
H -1.58787 -2.29548 5.85276 0.0909 -0.2211 -0.1870
H -3.83343 -2.39273 4.87335 0.0731 -0.0483 0.0129
H -3.28963 -0.73194 4.91743 -0.0008 -0.1312 -0.0865
H -4.38740 -1.39925 2.75441 0.1679 -0.1876 -0.1977
H -2.80146 -0.66899 2.60783 0.0671 -0.2634 -0.1355
H -3.49509 -4.81798 1.58768 0.0293 0.2532 0.1606
H -4.80301 -3.63734 1.61743 0.2894 0.1750 0.0146
H -4.17386 -4.24299 3.11833 0.1174 -0.0228 0.0387
H -2.26323 -1.41595 0.43325 0.0614 -0.3301 0.1176
H -3.85845 -2.12012 0.25247 0.0955 -0.1666 0.3957
H -2.43029 -3.11509 -0.05953 -0.0047 0.1445 0.2242
H 0.44609 -4.81798 3.95328 -0.1012 0.1486 -0.0454
H 0.34725 -3.87253 5.44511 -0.3917 -0.0011 -0.2380
H 0.93090 -3.11299 3.98102 -0.3370 -0.1305 -0.1414
C -2.16565 3.48170 -4.17991 -0.0970 0.1749 -0.1058
C -1.39222 3.06496 -2.89770 -0.4358 0.3055 -0.2826
C -1.74192 4.06366 -1.76363 -0.0251 -0.1639 0.0900
C -1.13950 5.44698 -2.00309 -0.0699 -0.0825 -0.0703
C 0.36281 5.37223 -2.24602 0.1895 -0.0539 0.2164
C 0.81316 4.30048 -3.27776 0.0984 0.5223 -0.4731
N 0.08768 2.99408 -3.14878 0.3315 -0.4857 0.2452
O 0.66435 2.29962 -2.06779 -0.1580 0.1183 0.1895
C 0.64091 4.82204 -4.72466 -0.1075 0.2659 -0.2366
C 2.36821 4.15617 -3.13800 -0.4259 -0.5848 0.4242
C -1.99436 1.66195 -2.57494 0.5568 0.0372 0.4805
H -3.23267 3.24018 -4.09134 0.0933 -0.0968 0.1669
H -2.13965 4.55167 -4.38512 0.1448 0.0060 -0.0229
H -1.78957 2.95188 -5.06374 0.1129 0.0691 0.2272
H -1.38599 3.68230 -0.79715 0.1718 -0.1219 -0.2931
H -2.83079 4.16046 -1.66603 -0.0642 -0.0757 -0.0936
H -1.63209 5.94483 -2.84518 -0.0558 -0.0502 -0.0656
H -1.33374 6.08007 -1.12804 0.0173 0.0083 -0.0608
H 0.71838 6.36333 -2.55547 0.1124 -0.0484 -0.0838
H 0.84034 5.17044 -1.27793 0.0212 -0.2155 -0.2182
H 0.88633 4.03795 -5.45541 -0.1221 0.0494 0.3276
H 1.31225 5.66492 -4.92909 0.0517 -0.0240 0.1769
H -0.35818 5.19099 -4.94954 -0.1157 -0.0950 0.0199
H 2.67899 3.94333 -2.10856 -0.2946 -0.2260 -0.2451
H 2.87925 5.08457 -3.42413 -0.3352 0.0847 -0.1166
H 2.75525 3.35783 -3.78463 -0.2135 0.0628 0.1694
H -1.88101 0.98050 -3.42494 0.1354 0.1172 0.0225
H -3.06967 1.73894 -2.35673 0.0745 0.2973 -0.2088
H -1.54869 1.18199 -1.69527 0.2945 0.3042 -0.2907
```
Positions in Å, forces in eV/Å.

Output
Gap between HOMO and LUMO (spin up / spin down) in eV: 3.382 / 2.995
2S+1: 3
Net charge: -2
E_HOMO (spin up / spin down) in eV: 0.119 / 0.119
LUMO energy (spin up / spin down) in Ha: 0.129 / 0.114

Atomic partial charges in e from the Mulliken method, atoms 1 to 2:
1. C -0.4930
2. Si 0.2691



Entry 4:
DFT (the ωB97M-V functional and the def2-TZVPD basis) results for a 3-piece molecular cluster, C4H10FN overall.

The geometry in XYZ format:
```
16
Properties=species:S:1:pos:R:3:forces:R:3
C 1.21076 -1.63257 0.18276 -3.1051 -1.7511 0.3867
C -1.56875 -0.14434 -0.25150 -2.7632 -0.4887 -3.3826
C 0.51568 1.11876 -0.86653 4.1462 -0.1602 -1.1466
C -0.25860 0.39076 0.12603 -0.6181 -0.3783 1.6193
N -0.00735 0.41116 1.43685 -2.2458 -1.4586 -1.2114
F -1.15956 1.40901 2.28738 0.4545 0.0155 -0.3494
H 2.00669 -1.28264 -0.33481 2.4562 1.1777 -1.2369
H 1.12337 -1.54916 1.24632 0.2237 -0.3181 0.1445
H 0.62799 -2.42131 -0.35716 0.3988 0.8977 0.7463
H -1.64765 -0.27989 -1.44016 0.3025 0.5155 2.4366
H -2.47668 0.51958 0.01156 1.6711 -0.8589 -0.0936
H -1.77717 -1.16778 0.08972 0.1916 0.5061 0.4625
H 0.89431 0.48283 -1.67338 -0.5156 -0.7556 0.0522
H 0.10592 1.86818 -1.49240 -1.2067 1.2236 0.1786
H 1.55937 1.45545 -0.54200 -1.6058 0.0600 0.3356
H 0.85167 0.82196 1.57731 2.2157 1.7735 1.0583
```
Positions in Å, forces in eV/Å.

Output
Gap between HOMO and LUMO (spin up / spin down) in eV: 8.868 / 8.002
ΔE to the lowest compared entry with this formula, charge and spin in eV: 6.0215
Net charge: 0
E_HOMO (spin up / spin down) in eV: -9.007 / -8.824
LUMO energy (spin up / spin down) in Ha: -0.005 / -0.030

Atomic partial charges in e from the Mulliken method, atoms 1 to 2:
1. C -1.0400
2. C -1.1072